Entry 1:
Below is a molecular structure, C22H17N2O4Yb, with properties calculated with ωB97M-V/def2-TZVPD.

Geometry as XYZ:
```
46
Properties=species:S:1:pos:R:3:lowdin_spin:R:1
H 3.11273 3.51923 -1.87376 0.000
C -2.66284 -2.17231 2.42014 0.001
H 2.85870 -2.19722 -0.66214 0.002
C -0.80286 2.47256 -3.78371 0.000
H -4.07050 -4.46258 4.46657 0.000
C -3.32866 -3.95470 3.86924 0.000
C 2.98330 2.31099 -0.10631 0.000
C 3.04224 2.51888 -1.47663 0.003
H 2.87959 -0.69032 -2.51384 0.000
C 2.89324 0.15023 -1.83315 0.003
C 2.60689 -1.44758 0.10502 0.018
C 2.86461 1.02991 0.39644 0.002
C -0.34531 2.73633 -1.05279 -0.001
C -0.14869 0.31620 -0.84004 -0.003
O 0.78445 -5.20647 3.39387 0.000
N -0.78753 5.84538 -4.65533 -0.001
O 1.07833 -3.30609 2.24759 0.008
C -0.74162 4.89808 -4.00454 0.000
H 3.32963 -1.58588 0.92794 0.002
H -3.83040 0.50323 1.09502 0.000
C -0.45924 3.85851 -1.82172 0.000
C -2.01907 -4.45019 3.82050 0.001
N -1.40699 -2.69082 2.33728 0.004
C 2.79563 -0.08076 -0.45784 0.000
H 2.82725 0.86215 1.47500 0.000
H 3.06301 1.59075 -3.40303 0.000
C -0.67206 3.74728 -3.20689 -0.001
C -3.66188 -2.81430 3.16973 0.001
O -1.68574 -0.35567 1.31512 0.000
H -1.70644 -5.32088 4.37553 0.000
H 0.24546 0.51522 0.16316 0.000
C -1.09681 -3.78455 3.03035 0.001
H -0.01590 -0.65952 -1.32776 0.000
C 0.38480 -4.17775 2.89776 0.001
H -0.99523 2.39913 -4.84531 0.000
H -4.65349 -2.39005 3.19723 0.000
H 3.02846 3.15681 0.56420 0.000
C -0.68528 1.34886 -3.01370 -0.001
H -0.77971 0.37058 -3.46384 0.000
C -2.73919 -0.90675 1.73794 0.003
C 3.00154 1.43440 -2.33526 0.000
C -0.40518 1.43338 -1.62236 0.000
H -0.38807 4.84230 -1.37895 0.000
O -3.93634 -0.34018 1.56107 0.001
H -0.17809 2.82008 0.01156 0.000
Yb 0.42325 -1.68591 1.10066 0.958
```

Its spin multiplicity is 2. The charge is 0. The value obtained for the largest force on an atom is 2.9 eV/Å. The calculation puts the frontier orbital gap (spin up / spin down) at 3.42 / 3.46 eV.


Entry 2:
Below is a molecular structure, C22H17N4O7Ti, with properties calculated with ωB97M-V/def2-TZVPD.

Geometry as XYZ:
```
51
Properties=species:S:1:pos:R:3:lowdin_spin:R:1
O -0.59996 1.36833 -0.85413 0.149
C 0.30608 -2.39077 -4.04870 0.000
N -0.81712 -1.43567 -2.17953 0.020
C -2.75344 -1.51059 0.70408 0.004
O 2.60562 -1.37375 -3.05888 0.001
H 6.25165 -1.15843 -0.42390 0.000
H -2.86274 -1.56661 -2.13096 0.000
C 0.30405 -1.70627 -2.83514 0.001
H -3.52572 1.20811 0.33356 0.016
H -3.04244 -2.82623 -4.26372 0.000
C -1.59434 -2.31540 1.32084 0.001
C 2.87788 0.34298 0.71518 0.005
H 0.65269 3.87653 3.43711 0.000
H -1.57727 4.10508 4.59405 0.000
N 1.66456 -0.83883 -1.00256 0.008
H -3.62976 0.32652 -1.20081 0.016
C -2.36964 2.34882 3.64611 0.002
N 1.58929 0.77998 1.11831 0.008
C -1.39067 3.29369 3.90060 0.000
C -0.90189 -2.80988 -4.57362 0.000
C 5.30934 -0.73251 -0.09975 0.000
H 6.17128 0.39645 1.51224 0.000
H 4.00842 1.35985 2.21320 0.000
C 4.05230 0.67397 1.38260 0.001
H -3.33768 2.38289 4.12789 0.000
H -3.27097 -2.14403 -0.02321 0.001
O -2.22573 2.97545 -0.92297 0.132
C -2.08769 1.33861 2.73834 0.003
Ti 0.05375 -0.15654 0.14849 0.971
H -1.37700 3.43552 -0.84376 0.005
N -0.91728 1.24227 2.12066 0.017
O 2.26466 2.79564 2.05619 0.000
H -3.46480 -1.24245 1.49253 0.000
H 1.25291 -2.56439 -4.53684 0.000
C 5.26501 0.13298 0.97978 0.000
H 4.18610 -1.71378 -1.63665 0.000
C -2.92877 0.70852 -0.44646 0.083
C -2.07300 -2.52407 -3.89009 0.001
O -0.42166 -1.77866 1.19809 -0.004
C 4.14604 -1.05507 -0.78642 0.000
H -2.82483 0.58505 2.49172 0.001
C -1.97597 -1.82800 -2.69644 0.004
C -0.16163 3.18752 3.27094 0.001
C 2.91802 -0.52917 -0.38892 0.004
C 0.03618 2.12768 2.39549 0.002
C -1.89049 1.63782 -1.02889 0.523
H -0.92828 -3.35281 -5.51110 0.000
C 1.43526 1.92587 1.79673 0.003
O -2.19766 -0.37391 0.09876 0.018
O -1.86448 -3.36648 1.86570 0.000
C 1.66188 -1.26186 -2.27574 0.003
```

Its spin multiplicity is 3. The charge is -1. The value obtained for the largest force on an atom is 0.7 eV/Å. The calculation puts the frontier orbital gap (spin up / spin down) at 6.04 / 7.19 eV.


Entry 3:
Below is a molecular structure, C22H17N5O9SZr, with properties calculated with ωB97M-V/def2-TZVPD.

Geometry as XYZ:
```
55
Properties=species:S:1:pos:R:3:lowdin_charge:R:1
O -2.56966 6.21669 -1.76274 0.111
C 1.46801 -2.66767 -2.81090 0.083
O 1.24083 -2.66109 -0.01041 0.106
C -0.42888 -1.14581 -2.84068 -0.017
C 1.91089 -2.78998 -6.35194 -0.126
O -4.14130 4.71628 -1.26861 0.149
H 2.12229 2.48978 -0.60000 0.062
C -2.89898 5.09903 -1.44462 -0.482
H 4.04910 0.49691 0.14942 0.115
N -1.30629 -0.33708 3.43428 0.003
C 3.26720 -1.65869 3.23425 -0.032
H -3.60804 0.06838 4.13783 0.106
H 2.72944 -2.37290 -6.93742 0.137
C 4.54777 -1.65866 2.72396 -0.081
C 2.24713 -0.89748 2.65527 -0.141
O -4.08355 2.23855 -0.35235 0.082
H -1.06870 -0.42114 -4.78624 0.122
C -0.37119 -1.03411 -4.23327 0.024
C 1.74468 3.49099 -0.78853 0.021
O -0.53854 -1.30548 -0.07817 -0.231
Zr -0.40382 0.49768 0.83612 1.755
N -0.51879 4.48078 -1.20608 0.199
C -1.82018 2.83863 -0.63350 -0.145
S -1.17183 2.27866 2.70386 0.604
O 2.38038 -3.13090 -5.05146 0.036
C 0.26118 3.45581 -0.82552 -0.313
C 3.83998 -0.10748 1.02256 -0.009
C 0.94142 -0.93290 3.28883 -0.027
H -0.23294 5.39242 -1.53328 0.181
H 2.08660 4.14217 0.01732 0.099
C 1.50496 -2.55257 -4.17136 -0.198
H -4.20602 3.76556 -0.94824 0.079
O -2.46907 0.79094 0.22677 -0.175
C 0.43890 -2.02295 -0.64859 -0.539
H 3.03137 -2.26235 4.10267 0.115
H 2.14756 3.86561 -1.72913 0.092
N -3.13549 0.92488 3.90038 0.092
H -1.21038 -0.63180 -2.29891 0.107
O 0.88722 -1.80446 -6.20150 0.038
C 0.60950 -1.75266 -4.86781 -0.213
C -2.91038 1.90662 -0.22918 -0.570
H 0.82018 -1.50710 4.20568 0.142
C -1.83835 4.11905 -1.08834 -0.059
H 1.49098 -3.67631 -6.83594 0.138
C 4.82846 -0.87256 1.61063 -0.067
H 2.16639 -3.27480 -2.25300 0.136
C 2.53909 -0.11116 1.52048 -0.311
C 0.47128 -1.94027 -2.14150 -0.134
H -3.68112 1.74270 3.69976 0.088
O 1.60862 0.63098 0.89393 -0.275
N -0.50770 2.43279 -0.47809 0.028
H 5.31953 -2.26140 3.18152 0.103
N -0.05861 -0.28310 2.83622 -0.231
H 5.82764 -0.86103 1.19456 0.107
C -1.89560 0.83939 3.38313 -0.886
```

The energy above the lowest of the compared OMol25 structures with the same formula, charge and spin comes out at 59.8 kJ/mol. The charge is 0. The value obtained for the largest force on an atom is 0.8 eV/Å. The calculation puts the frontier orbital gap at 8.08 eV.


Entry 4:
Below is a single C22H17N5OS molecule, with properties calculated with ωB97M-V/def2-TZVPD.

Geometry as XYZ:
```
46
Properties=species:S:1:pos:R:3:lowdin_charge:R:1
C -0.75454 2.28089 -2.41857 -0.015
H -0.14761 2.87722 3.17223 0.094
S 4.61777 3.84653 -5.32470 0.615
H 2.40412 -1.56613 1.05816 0.118
H -4.33674 -5.65940 2.08683 0.101
H 4.44038 -0.66167 2.10831 0.090
C 3.41141 0.94936 3.23108 -0.055
C -2.28208 -2.73812 0.57126 -0.147
C 2.32909 -0.67803 1.73369 -0.014
H -1.12781 1.52788 2.49979 0.063
C 0.47023 1.92538 -2.99082 -0.149
C 1.41004 2.87146 -3.60598 -0.237
H 0.31361 -1.45516 -2.27029 0.120
H -4.11395 -2.25486 -0.51906 0.113
C -0.31082 1.76612 3.19255 -0.049
C 0.01534 -0.39984 -2.34988 -0.025
N -1.89959 -0.96328 -0.94522 0.168
H -1.05759 3.30775 -2.43886 0.106
C -3.66264 -2.90284 0.24778 -0.012
H -2.02958 -5.40728 2.75550 0.104
C -1.38200 -1.67441 0.04871 -0.268
O 2.58597 2.50527 -4.18086 0.069
H 1.74298 0.21521 -3.41613 0.111
N 2.29522 4.69548 -4.39163 0.004
C 2.14811 1.49717 3.48194 -0.063
H 2.10085 2.33268 4.17267 0.112
C -1.51523 1.32360 -1.72932 -0.013
H -5.43396 -4.04642 0.55658 0.100
C 3.50919 -0.17837 2.34954 -0.062
C 3.12208 3.64812 -4.64872 -0.894
N -0.09012 -0.46115 1.34581 0.123
C 0.82602 0.54524 -2.95942 -0.009
H 2.18651 5.46553 -5.07283 0.170
C -1.15330 -0.02814 -1.65965 -0.289
H -0.69925 -3.52759 1.82351 0.098
N -0.12398 -1.47352 0.58218 0.100
C -2.45989 -4.68597 2.06850 -0.068
C 0.98543 1.05069 2.86095 -0.205
C -3.78261 -4.82754 1.67930 -0.103
H -2.40184 1.62123 -1.16377 0.114
C 1.09321 -0.04875 1.96494 -0.219
C -4.39872 -3.94216 0.82412 -0.084
H 4.31947 1.33341 3.73701 0.112
C -1.72146 -3.63148 1.49609 -0.035
H -0.64547 1.43362 4.20436 0.095
N 1.20376 4.19225 -3.76766 0.113
```

The energy above the lowest of the compared OMol25 structures with the same formula, charge and spin comes out at 6.8 kJ/mol. The charge is 0. The value obtained for the largest force on an atom is 5.2 eV/Å. The SMILES is Cc1ccccc1/N=N/C(=N\c1ccc(-c2n[nH]c(=S)o2)cc1)c1ccccc1. The calculation puts the frontier orbital gap at 7.07 eV.


Which formula does entry 4 have?
C22H17N5OS